[1]
Density functional theory data (the ωB97M-V functional and the def2-TZVPD basis) for C4H9F3MoO5SSi as an isolated structure.

Calculated values
E_HOMO (spin up / spin down)   -0.393 / -0.403 Ha
Energy relative to the best compared isomer or geometry (same formula, charge and spin)   0.2686 eV
Expectation value of S²   2.02
Spin multiplicity   3
LUMO (spin up / spin down)   -0.0869 / -0.0933 Eh
E   -43253.3545 eV

Geometry as XYZ:
```
24
Properties=species:S:1:pos:R:3:lowdin_spin:R:1
Mo 1.5588 -0.1559 0.9056 1.829
O 2.0847 2.3784 3.7848 -0.001
S 1.9814 1.9055 2.4566 0.019
O 0.6279 1.2271 2.1309 0.080
O 2.8075 0.5579 2.2044 -0.008
O 2.3513 2.7636 1.3649 0.035
F 4.4144 -0.7738 -0.0377 0.005
C 3.2012 -1.3213 0.0778 0.021
F 3.3596 -2.4958 0.7456 0.026
F 2.7960 -1.6597 -1.1867 0.007
C -2.7063 -0.7724 0.5286 -0.001
Si -1.4716 -0.2160 -0.7305 0.004
C -1.6027 1.5887 -1.1110 -0.001
C -1.4134 -1.2942 -2.2346 -0.001
O 0.0772 -0.4287 -0.0332 -0.015
H -3.7119 -0.5874 0.1428 0.000
H -2.5942 -0.2132 1.4591 0.000
H -2.6222 -1.8374 0.7476 0.000
H -2.5962 1.7943 -1.5172 0.000
H -0.8649 1.9166 -1.8439 0.000
H -1.4740 2.1822 -0.2037 0.000
H -2.3271 -1.1925 -2.8237 0.000
H -1.3064 -2.3439 -1.9561 0.000
H -0.5693 -1.0220 -2.8704 0.000
```

---

[2]
Density functional theory data (the ωB97M-V functional and the def2-TZVPD basis) for a 2-piece molecular cluster, CHN3OS overall.

Calculated values
E_HOMO (spin up / spin down)   -0.207 / -0.403 Ha
Energy relative to the best compared isomer or geometry (same formula, charge and spin)   0.0000 eV
Expectation value of S²   2.01
Spin multiplicity   3
LUMO (spin up / spin down)   0.0157 / -0.1003 Eh
E   -18402.4978 eV

Geometry as XYZ:
```
7
Properties=species:S:1:pos:R:3:lowdin_spin:R:1
C 0.2299 1.0273 -1.1629 0.147
N 0.2821 1.1074 0.0514 0.321
N -0.1766 -2.3272 -0.4273 0.005
N 0.2187 -3.0116 0.3546 0.004
O 0.3830 0.8596 -2.2921 0.137
S -0.7691 0.6722 1.2949 1.284
H -0.1680 1.6723 2.1814 0.102
```

---

[3]
Density functional theory data (the ωB97M-V functional and the def2-TZVPD basis) for a 2-piece molecular cluster, C6H11S overall.

Calculated values
E_HOMO   -0.080 Ha
Energy relative to the best compared isomer or geometry (same formula, charge and spin)   0.6819 eV
Net charge   -1
LUMO   0.1439 Eh
E   -17234.4847 eV

Geometry as XYZ:
```
18
Properties=species:S:1:pos:R:3:lowdin_charge:R:1
C 1.1164 2.3446 -1.9381 -0.248
C 0.4294 1.3694 -0.9702 -0.859
S 1.4401 0.8759 0.4511 0.154
H 2.1195 2.0391 -2.2355 0.041
H 1.2026 3.3109 -1.4363 0.044
H 0.4629 2.4398 -2.8176 0.046
H 0.0833 0.4799 -1.5069 0.017
H -0.5043 1.8747 -0.6693 0.032
C -1.3376 -2.5884 -0.8663 -0.021
C -1.1381 -2.1810 0.3927 -0.214
C -1.3125 -0.8095 0.8583 -0.254
C -1.0007 -0.4873 2.1220 -0.045
H -1.6801 -1.8861 -1.6188 0.046
H -1.0618 -3.5871 -1.1800 0.035
H -0.7513 -2.9016 1.1065 0.092
H -1.5382 -0.0560 0.1148 0.072
H -0.5924 0.4638 2.4296 0.016
H -0.9552 -1.3561 2.7776 0.045
```

---

[4]
Density functional theory data (the ωB97M-V functional and the def2-TZVPD basis) for a 2-piece molecular cluster, C2H4Si overall.

Calculated values
E_HOMO (spin up / spin down)   -0.308 / -0.303 Ha
Energy relative to the best compared isomer or geometry (same formula, charge and spin)   7.7371 eV
LUMO (spin up / spin down)   -0.0280 / -0.0237 Eh
E   -10006.1287 eV

Geometry as XYZ:
```
7
Properties=species:S:1:pos:R:3:lowdin_charge:R:1
C 1.3436 -0.0464 0.3569 -0.327
C 1.2427 0.7585 -1.6825 0.023
Si -0.3142 -0.1916 0.5139 0.620
H 2.4164 0.0957 0.2741 -0.067
H 2.2930 0.5729 -2.4872 -0.007
H -0.9932 0.4757 -0.6187 -0.086
H -0.6672 -0.9387 1.5312 -0.157
```

---

[5]
Density functional theory data (the ωB97M-V functional and the def2-TZVPD basis) for a 9-piece molecular cluster, C59H39ClF6N2O21S3 overall.

Calculated values
E_HOMO   -0.357 Ha
SMILES   C[C@@H](O)Cc1c(S(=O)(=O)F)c(S(=O)(=O)C(F)(F)C(F)(F)F)c2nsnc2c1Cl.O=C1C=CC(=O)C=C1.O=C1C=CC(=O)C=C1.O=C1C=CC(=O)C=C1.O=C1C=CC(=O)C=C1.O=C1C=CC(=O)C=C1.O=C1C=CC(=O)C=C1.O=C1C=CC(=O)C=C1.O=C1C=CC(=O)C=C1
LUMO   -0.1064 Eh
E   -169105.9559 eV

Geometry as XYZ:
```
131
Properties=species:S:1:pos:R:3:lowdin_charge:R:1
C 4.0430 2.7462 2.4600 -0.060
C 5.0350 1.5754 1.9845 -0.351
O 6.3997 1.9740 2.2969 -0.097
C 4.7504 0.1437 2.7327 -0.111
C 3.4480 0.2472 3.6855 -0.114
C 1.9602 0.1962 3.1184 -0.125
S 1.5871 0.0699 1.3153 0.811
O 1.0116 -1.3162 1.1029 -0.293
O 0.6274 1.1468 0.8459 -0.310
F 2.9227 0.1752 0.3017 -0.203
C 0.8013 0.2576 4.1400 -0.127
S -1.0061 0.2110 3.7851 0.834
O -1.3871 -0.2647 2.4163 -0.297
O -1.5997 -0.7892 4.7680 -0.316
C -1.7775 1.8613 4.2576 -0.324
F -1.0983 2.5311 5.3023 0.068
F -3.0871 1.5688 4.7582 0.072
C -1.9253 2.8916 3.0403 -0.301
F -2.9386 2.5062 2.1069 0.072
F -0.7053 3.2367 2.4117 0.106
F -2.4118 4.1166 3.6138 0.083
C 1.1954 0.3719 5.6699 -0.204
N 0.2859 0.4090 6.8220 -0.255
S 1.1494 0.5829 8.2789 1.006
N 2.7882 0.6045 7.7553 -0.231
C 2.6274 0.4752 6.3156 -0.295
C 3.7587 0.4031 5.2145 -0.390
Cl 5.4768 0.5197 5.8697 0.626
H 2.9647 2.5491 2.0920 0.078
H 4.0682 2.9192 3.5968 0.097
H 4.3422 3.7560 1.9858 0.101
H 4.9599 1.4552 0.8356 0.144
H 6.2972 2.7782 2.8584 0.093
H 4.4924 -0.6912 1.9709 0.124
H 5.6907 -0.2190 3.2823 0.067
C 3.7496 -1.4781 -4.8733 0.021
C 4.1719 -1.8718 -3.6708 0.020
C 3.2697 -1.8602 -2.4997 -0.385
O 3.6541 -2.2185 -1.3998 0.094
C 1.8831 -1.3966 -2.7140 0.025
C 1.4596 -1.0027 -3.9155 0.027
C 2.3613 -1.0147 -5.0868 -0.388
O 1.9767 -0.6576 -6.1846 0.105
H 4.3967 -1.4796 -5.7416 0.122
H 5.1846 -2.2148 -3.4977 0.121
H 1.2364 -1.3952 -1.8448 0.115
H 0.4469 -0.6596 -4.0878 0.125
C -6.8201 3.5072 -1.4931 0.030
C -6.4334 2.5906 -2.3815 0.026
C -5.2702 1.7158 -2.1238 -0.388
O -4.9149 0.8796 -2.9353 0.094
C -4.5531 1.8947 -0.8434 0.015
C -4.9396 2.8109 0.0447 0.031
C -6.1031 3.6862 -0.2126 -0.378
O -6.4572 4.5213 0.5990 0.107
H -7.6693 4.1565 -1.6663 0.123
H -6.9478 2.4464 -3.3227 0.099
H -3.7035 1.2451 -0.6704 0.120
H -4.4252 2.9539 0.9846 0.094
C -6.9152 5.3905 -6.1813 0.034
C -6.3787 5.6024 -7.3838 0.030
C -6.3851 4.5502 -8.4219 -0.368
O -5.8936 4.7418 -9.5201 0.090
C -7.0099 3.2555 -8.0767 0.026
C -7.5462 3.0439 -6.8744 0.029
C -7.5398 4.0963 -5.8361 -0.375
O -8.0313 3.9041 -4.7384 0.085
H -6.9188 6.1495 -5.4089 0.126
H -5.9181 6.5448 -7.6531 0.098
H -7.0063 2.4965 -8.8491 0.123
H -8.0069 2.1015 -6.6050 0.125
C -0.9210 -4.9806 4.7282 0.034
C -0.6443 -3.8024 5.2892 0.034
C 0.6297 -3.5739 6.0032 -0.363
O 0.8828 -2.4980 6.5178 0.075
C 1.5854 -4.6999 6.0702 0.031
C 1.3087 -5.8773 5.5096 0.025
C 0.0346 -6.1064 4.7953 -0.382
O -0.2170 -7.1814 4.2817 0.101
H -1.8493 -5.1656 4.2019 0.122
H -1.3323 -2.9675 5.2485 0.097
H 2.5140 -4.5151 6.5963 0.120
H 1.9967 -6.7112 5.5504 0.093
C -5.1864 9.9706 -10.2028 0.021
C -4.6500 10.1823 -11.4052 0.022
C -4.6562 9.1299 -12.4438 -0.387
O -4.1652 9.3220 -13.5404 0.106
C -5.2811 7.8355 -12.0984 0.030
C -5.8176 7.6237 -10.8957 0.027
C -5.8111 8.6759 -9.8578 -0.370
O -6.3028 8.4843 -8.7592 0.085
H -5.1900 10.7295 -9.4303 0.121
H -4.1892 11.1247 -11.6744 0.123
H -5.2775 7.0766 -12.8707 0.125
H -6.2782 6.6814 -10.6264 0.097
C 10.6444 -2.2635 1.8488 0.023
C 9.4716 -2.0659 2.4522 0.025
C 8.7822 -0.7604 2.3787 -0.361
O 7.7130 -0.5775 2.9302 0.082
C 9.4408 0.3165 1.6100 0.031
C 10.6138 0.1190 1.0064 0.024
C 11.3037 -1.1864 1.0796 -0.388
O 12.3726 -1.3682 0.5278 0.106
H 11.1638 -3.2126 1.8927 0.123
H 8.9749 -2.8439 3.0187 0.122
H 8.9206 1.2654 1.5664 0.115
H 11.1103 0.8971 0.4399 0.123
C 5.8046 -9.4150 4.3361 0.024
C 5.4366 -8.2520 4.8749 0.024
C 4.4284 -8.1920 5.9540 -0.383
O 4.0902 -7.1298 6.4453 0.082
C 3.8452 -9.4700 6.4140 0.025
C 4.2131 -10.6332 5.8753 0.026
C 5.2215 -10.6935 4.7960 -0.385
O 5.5592 -11.7540 4.3054 0.110
H 6.5409 -9.4774 3.5446 0.123
H 5.8541 -7.3069 4.5503 0.122
H 3.1089 -9.4074 7.2055 0.125
H 3.7954 -11.5781 6.2000 0.124
C -5.8468 -3.7311 1.3655 0.021
C -6.7305 -3.4198 0.4164 0.020
C -6.4793 -2.3145 -0.5328 -0.381
O -7.2864 -2.0288 -1.3977 0.107
C -5.2107 -1.5690 -0.3903 0.031
C -4.3262 -1.8803 0.5594 0.035
C -4.5776 -2.9859 1.5085 -0.382
O -3.7714 -3.2726 2.3738 0.102
H -6.0150 -4.5369 2.0691 0.121
H -7.6640 -3.9560 0.2979 0.121
H -5.0429 -0.7640 -1.0941 0.088
H -3.3921 -1.3440 0.6783 0.113
```

---

[6]
Density functional theory data (the ωB97M-V functional and the def2-TZVPD basis) for a 2-piece molecular cluster, F5HSi2 overall.

Calculated values
E_HOMO   -0.396 Ha
Energy relative to the best compared isomer or geometry (same formula, charge and spin)   1.1565 eV
LUMO   -0.0112 Eh
E   -29366.4037 eV

Geometry as XYZ:
```
8
Properties=species:S:1:pos:R:3:lowdin_charge:R:1
F 0.0612 1.9061 -0.0196 -0.083
F 1.9949 1.3036 -1.3346 -0.051
F -1.4827 -0.1517 1.6999 -0.312
F -1.8314 -1.6645 -0.1781 -0.325
F 1.3123 -0.0139 0.6450 -0.134
Si 0.7892 0.6433 -0.6402 0.184
Si -0.8687 -1.6055 1.1535 0.698
H 0.0252 -0.4175 -1.3259 0.022
```

---

[7]
Density functional theory data (the ωB97M-V functional and the def2-TZVPD basis) for C27H29N5O2Ru as an isolated structure.

Calculated values
E_HOMO (spin up / spin down)   -0.485 / -0.514 Ha
Net charge   +2
Expectation value of S²   6.08
Spin multiplicity   5
LUMO (spin up / spin down)   -0.2293 / -0.2909 Eh
E   -42575.1283 eV

Geometry as XYZ:
```
64
Properties=species:S:1:pos:R:3:lowdin_spin:R:1
Ru 0.4617 -0.1995 -0.3806 0.864
C 0.3719 -3.3248 0.1172 0.008
C 0.9284 -3.0044 1.4968 0.004
C 0.0822 -1.9869 2.1550 0.072
C -0.5345 -2.1904 3.4266 0.284
C -1.5299 -1.2994 3.7825 0.035
C -1.8461 -0.1985 3.0516 0.313
C -0.8889 0.2991 2.0191 0.097
N -0.1070 -0.8192 1.4923 0.196
N 0.8602 -2.3054 -0.8777 0.029
C 0.1412 -2.5717 -2.1675 0.004
C 0.1651 -1.3325 -3.0468 0.002
C -0.1326 -1.4094 -4.4147 0.000
C -0.0608 -0.2531 -5.2190 0.000
C 0.4273 0.9101 -4.6678 0.000
C 0.6558 0.9776 -3.2770 0.001
N 0.5109 -0.1014 -2.4556 0.003
C 2.3700 -2.5670 -1.1563 0.000
C 3.2299 -1.5208 -0.4171 0.010
C 4.6058 -1.7307 -0.2523 -0.004
C 5.3171 -0.7276 0.4294 0.005
C 4.6498 0.4583 0.7996 0.012
C 3.3065 0.6176 0.6266 0.103
N 2.6257 -0.3191 -0.0541 0.011
H -0.7280 -3.3436 0.0434 0.000
H 0.6451 -4.3253 -0.2311 0.001
H 2.0263 -2.6361 1.4785 0.001
H 0.8239 -3.8943 2.1090 0.000
H -0.3070 -2.9762 4.1182 0.013
H -2.1068 -1.5819 4.6783 -0.003
H -2.6833 0.4411 3.2695 0.014
H -0.2293 1.0239 2.5230 0.040
H -0.9075 -2.7062 -1.8253 0.001
H 0.5344 -3.4544 -2.6507 0.001
H -0.4602 -2.3650 -4.8831 0.000
H -0.4630 -0.2832 -6.1883 0.000
H 0.6367 1.8163 -5.2320 0.000
H 0.8721 1.9538 -2.7755 0.000
H 2.5400 -2.4326 -2.2648 0.000
H 2.6627 -3.5988 -0.8717 0.000
H 5.1099 -2.5400 -0.7303 0.000
H 6.3911 -0.7652 0.5657 0.001
H 5.3384 1.2142 1.1325 0.001
H 2.5655 1.4497 0.9065 0.040
O 1.5601 2.1792 0.7213 0.573
O 1.0845 1.6292 -0.4534 0.299
C -3.3864 1.4672 -1.4115 0.018
C -3.3059 2.1845 -0.1129 0.148
C -4.3195 3.0905 0.1806 -0.009
C -4.3463 3.8135 1.3501 0.176
C -3.2471 3.7645 2.2058 -0.005
C -2.1415 2.9964 1.8740 0.126
C -0.8186 3.3084 2.6171 0.025
C -2.2415 2.0016 0.8312 0.085
N -1.5504 0.8386 0.7966 0.377
H -3.6373 0.4275 -1.2153 0.007
H -2.4387 1.4927 -1.9264 0.003
H -4.1227 1.9446 -2.0794 0.000
H -5.0851 3.2388 -0.5625 -0.003
H -5.1516 4.5357 1.5144 0.008
H -3.1805 4.3868 3.1403 -0.002
H -0.8463 4.3976 2.8286 0.002
H 0.0503 3.0855 1.9384 0.005
H -0.7460 2.8198 3.5809 0.006
```

---

[8]
Density functional theory data (the ωB97M-V functional and the def2-TZVPD basis) for one molecule with the formula C3H3ClN2O2.

Calculated values
E_HOMO   -0.330 Ha
Energy relative to the best compared isomer or geometry (same formula, charge and spin)   3.0984 eV
SMILES   Nn1cc(Cl)oc1=O
LUMO   0.0144 Eh
E   -22754.1932 eV

Geometry as XYZ:
```
11
Properties=species:S:1:pos:R:3:lowdin_charge:R:1
C 0.0384 1.1720 0.4143 0.027
C 1.2727 1.2745 -0.2700 -0.690
C 0.4077 -0.8336 -0.5963 -0.498
H -1.5216 -1.2941 1.2871 0.157
H -1.8667 -1.5071 -0.4260 0.190
H -0.5013 1.4974 1.3462 0.137
N -1.7092 -0.6287 0.3708 0.048
N -0.4872 -0.1252 0.0003 -0.181
O 1.3270 0.1335 -0.9848 0.045
O 0.4110 -2.0243 -1.0317 0.045
Cl 2.6294 2.3357 -0.1097 0.720
```

---

What did the eighth record say?
Density functional theory data (the ωB97M-V functional and the def2-TZVPD basis) for one molecule with the formula C3H3ClN2O2.

Calculated values
E_HOMO   -0.330 Ha
Energy relative to the best compared isomer or geometry (same formula, charge and spin)   3.0984 eV
SMILES   Nn1cc(Cl)oc1=O
LUMO   0.0144 Eh
E   -22754.1932 eV

Geometry as XYZ:
```
11
Properties=species:S:1:pos:R:3:lowdin_charge:R:1
C 0.0384 1.1720 0.4143 0.027
C 1.2727 1.2745 -0.2700 -0.690
C 0.4077 -0.8336 -0.5963 -0.498
H -1.5216 -1.2941 1.2871 0.157
H -1.8667 -1.5071 -0.4260 0.190
H -0.5013 1.4974 1.3462 0.137
N -1.7092 -0.6287 0.3708 0.048
N -0.4872 -0.1252 0.0003 -0.181
O 1.3270 0.1335 -0.9848 0.045
O 0.4110 -2.0243 -1.0317 0.045
Cl 2.6294 2.3357 -0.1097 0.720
```

---

Please write out number 4 again, unchanged.
Density functional theory data (the ωB97M-V functional and the def2-TZVPD basis) for a 2-piece molecular cluster, C2H4Si overall.

Calculated values
E_HOMO (spin up / spin down)   -0.308 / -0.303 Ha
Energy relative to the best compared isomer or geometry (same formula, charge and spin)   7.7371 eV
LUMO (spin up / spin down)   -0.0280 / -0.0237 Eh
E   -10006.1287 eV

Geometry as XYZ:
```
7
Properties=species:S:1:pos:R:3:lowdin_charge:R:1
C 1.3436 -0.0464 0.3569 -0.327
C 1.2427 0.7585 -1.6825 0.023
Si -0.3142 -0.1916 0.5139 0.620
H 2.4164 0.0957 0.2741 -0.067
H 2.2930 0.5729 -2.4872 -0.007
H -0.9932 0.4757 -0.6187 -0.086
H -0.6672 -0.9387 1.5312 -0.157
```

---

Q: Look up the E of the seventh one.
A: -42575.1283 eV

---

Q: The highest E belongs to which entry?
A: C2H4Si